[1]
{"formula": "C30H25MnN3O5P2S2", "method": "ωB97M-V/def2-TZVPD", "species": ["Mn", "S", "P", "C", "P", "S", "C", "C", "C", "C", "C", "C", "C", "C", "C", "C", "C", "C", "C", "C", "C", "C", "C", "C", "C", "C", "C", "C", "C", "C", "H", "H", "H", "H", "H", "H", "H", "H", "H", "H", "H", "H", "H", "H", "H", "H", "H", "H", "H", "H", "C", "N", "C", "C", "C", "O", "N", "C", "O", "H", "H", "H", "H", "H", "O", "N", "O", "O"], "coordinates": [[-1.04717, 0.50809, -2.21537], [-1.26392, -1.90433, -1.92170], [-0.36471, -1.38902, -0.18895], [0.00904, 0.31252, -0.41687], [1.57077, 0.69977, -1.11970], [1.21328, 0.80324, -3.09830], [2.98903, -0.38147, -0.82030], [3.84295, -0.18215, 0.25529], [4.89168, -1.06261, 0.45001], [5.06645, -2.13513, -0.41157], [4.20818, -2.32823, -1.48293], [3.16381, -1.45180, -1.68901], [1.98995, 2.35253, -0.51365], [1.05743, 3.05438, 0.23832], [1.33685, 4.34785, 0.63696], [2.55649, 4.92106, 0.31339], [3.48876, 4.21771, -0.43595], [3.19945, 2.93782, -0.87042], [-1.49606, -1.52428, 1.21850], [-2.23675, -2.68999, 1.36012], [-3.11356, -2.80910, 2.41977], [-3.24554, -1.77032, 3.32579], [-2.49032, -0.61764, 3.19098], [-1.60593, -0.49188, 2.13637], [0.92572, -2.57750, 0.27167], [1.66623, -2.30742, 1.41589], [2.63075, -3.20668, 1.82360], [2.84102, -4.36929, 1.09897], [2.08549, -4.64171, -0.02972], [1.12532, -3.74071, -0.45279], [3.68102, 0.65268, 0.92289], [5.57542, -0.90936, 1.27291], [5.87806, -2.82859, -0.24641], [4.35483, -3.15503, -2.16172], [2.47831, -1.57219, -2.51807], [0.12213, 2.57719, 0.50116], [0.61252, 4.91088, 1.20498], [2.78157, 5.92242, 0.64690], [4.43701, 4.67482, -0.67927], [3.89890, 2.38667, -1.48405], [-2.13699, -3.47196, 0.62023], [-3.70233, -3.70498, 2.54301], [-3.94544, -1.85406, 4.14273], [-2.59068, 0.18445, 3.90803], [-1.01721, 0.40584, 2.00228], [1.48542, -1.39329, 1.96611], [3.21477, -3.00568, 2.70872], [3.59638, -5.06773, 1.42130], [2.24501, -5.55767, -0.57626], [0.52762, -3.91806, -1.33532], [-5.46968, 1.58748, 1.12382], [-4.37885, 1.89717, 0.22643], [-4.16004, 3.15186, -0.20285], [-3.12509, 3.46915, -1.02058], [-2.28174, 2.39661, -1.41215], [-1.24307, 2.46830, -2.13800], [-2.53994, 1.13711, -0.99990], [-3.59321, 0.80733, -0.21352], [-3.85750, -0.31299, 0.15487], [-5.89610, 2.50827, 1.51234], [-5.09839, 0.97152, 1.94354], [-6.23932, 1.01658, 0.60409], [-4.86116, 3.90001, 0.13953], [-2.95113, 4.46482, -1.38293], [-3.05050, 0.73619, -5.59902], [-2.73007, 0.68179, -4.44737], [-3.45880, 0.98318, -3.50871], [-1.55642, 0.28553, -4.12816]], "forces_ev_per_a": [[0.32, -0.50, 0.23], [0.08, 0.65, -0.23], [-0.27, 0.50, 0.36], [1.29, -1.01, -0.22], [-0.43, 0.35, 0.45], [-0.64, -0.28, -0.06], [-0.33, 0.38, -0.09], [0.01, 0.01, -0.11], [0.12, 0.03, 0.07], [0.10, 0.03, 0.02], [0.10, -0.07, 0.00], [0.01, 0.15, -0.02], [0.04, -0.35, -0.01], [-0.05, -0.10, 0.03], [0.16, 0.14, 0.03], [-0.04, 0.02, 0.02], [0.08, 0.08, -0.03], [-0.07, -0.03, 0.07], [0.26, -0.02, -0.23], [0.09, 0.17, 0.02], [-0.04, -0.13, -0.03], [-0.03, 0.13, 0.11], [-0.03, 0.01, 0.15], [0.13, -0.04, -0.11], [-0.26, 0.33, -0.13], [-0.03, -0.11, -0.07], [-0.01, 0.03, 0.10], [-0.08, -0.10, -0.03], [0.04, -0.13, 0.08], [-0.11, 0.11, 0.06], [0.07, 0.06, 0.06], [0.03, -0.03, 0.06], [0.10, -0.03, 0.01], [0.02, -0.11, -0.01], [0.04, -0.07, -0.04], [0.00, 0.00, -0.04], [-0.09, 0.03, 0.08], [0.04, 0.12, 0.01], [0.05, 0.02, -0.06], [0.13, 0.00, -0.02], [-0.07, -0.14, -0.01], [-0.07, -0.09, -0.03], [-0.08, -0.05, 0.11], [-0.02, 0.06, 0.07], [0.01, 0.07, -0.04], [0.02, 0.03, 0.12], [0.09, 0.03, 0.07], [0.10, -0.12, 0.04], [0.03, -0.11, -0.09], [0.02, -0.09, -0.11], [-0.25, -0.36, 0.19], [0.11, -0.13, -0.08], [0.40, 0.29, -0.35], [-0.02, 0.06, 0.00], [-0.90, -0.52, 0.91], [0.44, -0.01, -0.47], [-0.03, 0.84, -0.22], [0.00, -0.09, 0.05], [-0.36, -0.17, -0.06], [0.04, 0.05, -0.02], [-0.04, 0.06, -0.03], [0.00, 0.01, 0.02], [-0.01, 0.01, 0.05], [-0.01, 0.15, -0.01], [-0.07, -0.05, -0.96], [-0.67, 0.22, 0.47], [-0.79, 0.28, 0.28], [1.31, -0.47, -0.41]], "charge": 0, "spin_multiplicity": 4, "lumo_energy_ev": [-1.986, 0.017], "gap_ha": [0.230, 0.311]}

=====

[2]
{"formula": "C15H17NO6Pt", "method": "ωB97M-V/def2-TZVPD", "species": ["Pt", "O", "C", "O", "C", "C", "C", "C", "C", "N", "C", "O", "O", "H", "H", "H", "H", "H", "C", "C", "C", "C", "C", "C", "H", "H", "H", "H", "H", "H", "H", "H", "H", "C", "C", "O", "O", "H", "H", "H"], "coordinates": [[0.82028, -1.60689, -1.01067], [1.95978, -1.00570, 3.06633], [1.68905, -1.78733, 2.00709], [2.51299, -2.28874, 1.30377], [0.19709, -1.97318, 1.84840], [-0.60616, -2.01583, 2.97803], [-1.94203, -2.33160, 2.83820], [-2.42145, -2.61105, 1.56852], [-1.57504, -2.52646, 0.47535], [-0.28009, -2.18276, 0.61739], [-2.05230, -2.87580, -0.94373], [-3.35523, -3.15250, -1.08833], [-1.31525, -2.92458, -1.88103], [2.92472, -0.91254, 3.09834], [-0.16537, -1.81711, 3.94258], [-2.59572, -2.38090, 3.69797], [-3.45881, -2.89132, 1.45887], [-3.86298, -2.98366, -0.29046], [0.00380, 3.61973, -1.10839], [-0.56645, 2.67737, -0.04024], [-2.09690, 2.77373, -0.03421], [-0.01965, 3.07301, 1.33679], [-0.15670, 1.29411, -0.34996], [0.22057, 0.17560, -0.60331], [-0.28151, 4.65243, -0.89262], [-0.37391, 3.35196, -2.09573], [1.09192, 3.55460, -1.13292], [-2.41187, 3.79797, 0.18047], [-2.51972, 2.11563, 0.72729], [-2.50276, 2.48163, -1.00345], [-0.29915, 4.10266, 1.57359], [1.06782, 2.99427, 1.35260], [-0.42092, 2.41775, 2.11216], [3.51627, -0.27192, -3.97198], [2.98947, -0.54719, -2.58010], [3.61079, -0.28418, -1.57500], [1.77905, -1.09601, -2.63630], [4.52925, 0.11557, -3.90887], [2.87098, 0.45294, -4.46867], [3.49617, -1.18372, -4.56780]], "forces_ev_per_a": [[0.05, 0.64, 0.00], [0.06, -0.11, -0.09], [-0.16, 0.38, -0.18], [0.00, -0.20, 0.14], [0.09, -0.07, 0.14], [-0.02, -0.06, 0.01], [0.04, 0.00, -0.08], [0.07, 0.04, 0.08], [-0.11, -0.10, -0.26], [-0.26, -0.21, -0.11], [0.31, 0.32, 0.29], [-0.04, -0.01, -0.10], [-0.24, -0.45, 0.07], [0.01, 0.03, 0.03], [0.00, 0.02, 0.01], [0.00, 0.01, -0.01], [-0.01, -0.04, 0.04], [-0.03, 0.04, 0.04], [0.01, -0.01, -0.01], [0.01, -0.05, -0.06], [-0.01, 0.00, 0.00], [0.01, -0.01, 0.01], [-0.07, 0.06, 0.14], [0.24, -0.17, -0.02], [0.00, -0.01, 0.00], [0.00, 0.01, 0.00], [-0.01, 0.00, 0.00], [0.01, -0.01, 0.00], [0.00, 0.00, -0.01], [0.00, 0.00, 0.01], [-0.01, -0.01, -0.01], [-0.01, 0.00, 0.00], [0.01, 0.00, 0.00], [0.06, 0.03, 0.03], [-0.29, -0.05, -0.19], [-0.13, -0.07, 0.04], [0.45, 0.07, 0.02], [0.00, 0.00, -0.02], [-0.01, 0.00, 0.03], [0.00, -0.01, 0.01]], "charge": 0, "spin_multiplicity": 1, "lumo_energy_ev": -1.240, "gap_ha": 0.254, "e_above_lowest_ev": 0.731}

=====

[3]
{"formula": "C24H27NOPdSi", "method": "ωB97M-V/def2-TZVPD", "species": ["C", "C", "C", "H", "C", "C", "H", "H", "H", "H", "Pd", "C", "H", "H", "H", "Si", "C", "C", "H", "C", "H", "C", "H", "C", "H", "C", "H", "C", "C", "H", "C", "H", "C", "H", "C", "H", "C", "H", "H", "H", "O", "C", "C", "C", "C", "C", "C", "N", "H", "H", "H", "H", "H", "H", "H"], "coordinates": [[-0.59432, 2.28817, 1.00666], [-1.62637, 2.16255, 0.01714], [-2.66165, 1.33107, 0.55028], [-1.58877, 2.53705, -1.00729], [-2.29473, 0.97656, 1.88465], [-1.01115, 1.55413, 2.17542], [-0.43348, 1.42254, 3.08394], [0.35809, 2.78615, 0.89401], [-3.52161, 0.94455, -0.01398], [-2.85765, 0.30895, 2.54805], [-0.89974, 0.24438, 0.50475], [-0.01917, -0.05083, -1.05175], [-0.64535, 0.34761, -1.89202], [0.77621, 0.73008, -1.01364], [0.36554, -1.10327, -1.17423], [1.25570, 1.04231, -3.94178], [2.04791, -0.65850, -4.34515], [3.15841, -0.59494, -5.21154], [3.56034, 0.36910, -5.52207], [3.78008, -1.72947, -5.73765], [4.63804, -1.64017, -6.41913], [3.28485, -2.98847, -5.39289], [3.77999, -3.87665, -5.79092], [2.17745, -3.08684, -4.55358], [1.80295, -4.08856, -4.29855], [1.54547, -1.93074, -4.05199], [0.66168, -2.06310, -3.42609], [-0.46643, 1.15151, -4.72239], [-0.44368, 1.74348, -6.00780], [0.50160, 2.13295, -6.40295], [-1.58930, 1.85337, -6.77846], [-1.57143, 2.40675, -7.72525], [-2.80802, 1.32859, -6.31402], [-3.71763, 1.48496, -6.87783], [-2.81775, 0.64265, -5.08520], [-3.77033, 0.24327, -4.72555], [-1.65023, 0.51846, -4.32353], [-1.67281, -0.11303, -3.43278], [2.06272, 2.22390, -3.36984], [1.83795, 1.42653, -5.20632], [1.30277, -2.20524, 0.85850], [0.15225, -3.03133, 1.07504], [-0.31378, -2.72955, 2.46643], [-0.22107, -3.72373, 3.43337], [-0.54748, -3.40160, 4.75321], [-0.94377, -2.09211, 5.02211], [-1.04660, -1.17572, 3.97371], [-0.77787, -1.49519, 2.71596], [1.76754, -2.50358, 0.05630], [-0.68135, -2.81014, 0.38660], [0.43566, -4.08589, 1.04252], [0.12124, -4.70929, 3.08428], [-0.48826, -4.15684, 5.53978], [-1.25430, -1.75326, 6.01447], [-1.39105, -0.16215, 4.19449]], "forces_ev_per_a": [[-0.85, 1.22, 0.56], [-0.49, 1.68, -0.07], [-1.37, 1.02, -0.26], [-0.05, 0.01, 0.48], [-1.85, 0.43, 1.16], [0.38, 1.21, 0.09], [-0.15, 0.11, -0.23], [-0.12, 0.06, 0.00], [0.36, 0.45, 0.51], [0.24, 0.48, -0.41], [0.80, -6.22, 4.58], [3.20, 0.30, -6.86], [0.34, -0.93, 0.39], [0.21, -0.80, 0.15], [-0.51, 1.05, 0.20], [-0.02, 0.52, -1.34], [-0.99, -0.07, 1.52], [2.10, -0.24, -1.43], [-0.11, -0.15, 0.28], [-0.02, -0.08, -0.03], [-0.50, 0.03, 0.42], [1.57, 0.72, -1.12], [-0.27, 0.18, 0.17], [-1.86, 0.48, 1.32], [0.10, 0.59, -0.01], [-0.08, -1.30, -0.21], [0.26, 0.13, -0.17], [-0.21, -0.69, -0.01], [0.36, 0.26, 0.26], [-0.53, -0.01, 0.14], [-0.80, 0.12, -0.05], [0.13, -0.39, 0.37], [0.96, 0.05, 0.81], [0.01, -0.15, 0.01], [-0.22, 0.26, -0.48], [0.45, -0.07, -0.08], [-0.31, 0.15, -0.03], [-0.14, 0.36, -0.16], [-0.69, -1.11, 0.72], [0.73, 0.33, -1.12], [-0.08, -0.10, -0.71], [0.08, 0.19, 0.29], [-0.16, -0.17, 0.12], [0.09, 0.20, -0.04], [-0.02, 0.00, -0.17], [-0.29, 0.10, 0.10], [-0.18, -0.40, 0.53], [0.40, 0.03, -0.29], [-0.20, 0.04, 0.54], [0.35, -0.10, -0.17], [-0.19, 0.06, -0.30], [-0.19, 0.46, 0.62], [-0.05, 0.32, -0.21], [0.31, -0.30, -0.28], [0.06, -0.32, -0.10]], "charge": 2, "spin_multiplicity": 5, "lumo_energy_ev": [-5.869, -10.113], "gap_ha": [0.258, 0.155]}

=====

[4]
{"formula": "C21H27IN7PdSSi", "method": "ωB97M-V/def2-TZVPD", "species": ["Pd", "C", "C", "C", "C", "C", "C", "N", "N", "Si", "C", "C", "C", "H", "H", "H", "H", "H", "H", "H", "H", "H", "H", "H", "H", "H", "H", "H", "C", "N", "C", "C", "N", "C", "S", "C", "C", "C", "C", "C", "N", "H", "H", "H", "H", "H", "H", "H", "H", "H", "I", "C", "C", "N", "N", "C", "H", "H", "H"], "coordinates": [[-16.69508, 5.54346, -3.31256], [-17.91176, 2.82995, -5.57158], [-17.35300, 4.09478, -6.01138], [-17.81427, 4.69168, -7.13473], [-17.10577, 5.77743, -7.65784], [-15.85981, 6.03621, -7.18259], [-15.52935, 5.51335, -5.91282], [-16.35288, 4.68943, -5.30007], [-14.26996, 5.85438, -5.39602], [-11.11585, 5.66488, -5.16561], [-11.40853, 6.61042, -6.85529], [-11.54824, 3.86273, -5.48706], [-9.36548, 5.66393, -4.44034], [-17.88169, 2.08174, -6.33940], [-18.89482, 2.93455, -5.12095], [-17.26767, 2.44274, -4.78831], [-18.76704, 4.35081, -7.52274], [-17.42735, 6.24387, -8.57586], [-15.19246, 6.63396, -7.75210], [-12.39510, 7.01918, -7.02480], [-11.16493, 5.95106, -7.71383], [-10.78334, 7.50320, -6.91951], [-12.63146, 3.69610, -5.71480], [-11.28164, 3.23058, -4.62993], [-10.92860, 3.53628, -6.32902], [-9.07062, 6.50509, -3.83036], [-8.61497, 5.53101, -5.23046], [-9.41530, 4.71454, -3.82875], [-17.96831, 4.66959, 1.39427], [-16.64918, 4.47278, 0.67151], [-15.72036, 3.48255, 0.98254], [-14.73192, 3.48758, 0.05759], [-15.10661, 4.48497, -0.93451], [-16.24447, 5.08395, -0.48997], [-16.88112, 6.47108, -1.11914], [-14.25090, 5.11294, -1.85367], [-12.77508, 5.15739, -1.61833], [-12.05149, 5.90274, -2.46423], [-12.49707, 6.23660, -3.84297], [-13.84772, 5.84866, -4.07596], [-14.70298, 5.41428, -3.08893], [-18.54637, 3.80979, 1.07709], [-18.37544, 5.60026, 0.97760], [-17.79403, 4.75554, 2.44466], [-15.90144, 2.73945, 1.83908], [-13.97263, 2.83683, -0.11767], [-12.27546, 4.72360, -0.72380], [-11.15051, 6.32943, -2.13850], [-12.31588, 7.31843, -4.05900], [-13.65902, 6.32823, -6.08482], [-21.89242, 5.90343, -0.77479], [-20.52810, 4.87086, -2.01905], [-19.91990, 3.67195, -1.72926], [-18.73804, 3.60503, -2.42068], [-18.62662, 4.67156, -3.21993], [-19.71431, 5.39642, -3.03300], [-20.08378, 2.94612, -0.93213], [-17.98071, 2.91580, -2.37503], [-19.90110, 6.39383, -3.52130]], "forces_ev_per_a": [[-0.89, -0.46, -0.27], [0.06, -0.83, 1.83], [0.56, 1.54, 0.08], [-0.79, 0.82, -0.38], [-0.23, -0.92, -1.02], [0.07, -0.02, 0.96], [-0.05, 0.41, -1.34], [0.83, -1.34, -0.10], [-0.17, 0.58, 0.60], [-0.83, -0.70, -0.75], [0.82, -0.31, 0.64], [-0.31, -0.05, -0.04], [-0.81, -0.98, -0.03], [-0.32, -0.19, -0.61], [-0.27, -0.10, -0.30], [0.11, -0.13, 0.27], [0.23, 0.02, -0.42], [-0.14, 0.13, -0.04], [0.53, 0.67, -0.13], [-0.40, -0.05, -0.04], [-0.09, 0.31, 0.55], [0.25, -0.11, -0.01], [0.93, 0.16, 0.04], [-0.09, 0.14, -0.11], [-0.23, -0.18, -0.02], [0.00, 0.18, 0.22], [-0.23, -0.04, 0.14], [0.41, 1.06, -0.41], [1.49, 0.30, -2.28], [0.20, -0.25, -0.11], [-0.12, -1.25, 0.98], [-2.97, 2.35, -0.59], [0.19, -1.05, 2.03], [-0.17, -0.22, 1.28], [-0.96, 1.31, -0.10], [3.52, -0.76, -0.33], [-1.93, -0.13, 0.94], [-0.66, -0.18, -0.79], [2.66, 1.48, 0.27], [-3.00, -1.63, 0.65], [2.68, 0.86, -2.10], [-0.51, 0.03, 0.48], [-0.08, -0.36, 0.26], [0.05, -0.12, 0.57], [0.44, 1.50, -1.51], [2.08, -1.56, -0.32], [-0.86, 0.69, -0.44], [1.48, -0.03, 0.22], [-0.55, -0.10, 0.36], [-0.67, -0.46, 1.01], [0.42, -0.61, -0.84], [-0.04, -0.41, 0.35], [1.16, -0.64, 1.36], [-1.07, 0.01, 0.28], [-0.75, 0.22, -0.71], [-0.57, 2.13, -0.08], [-0.28, 0.22, -0.43], [-0.73, 0.49, -0.10], [0.63, -1.40, 0.40]], "charge": 1, "spin_multiplicity": 3, "lumo_energy_ev": [-2.160, -3.118], "gap_ha": [0.241, 0.272], "e_above_lowest_ev": 0.527}

=====

[5]
{"formula": "C3H3NO2", "method": "ωB97M-V/def2-TZVPD", "species": ["O", "C", "C", "C", "O", "N", "H", "H", "H"], "coordinates": [[2.00646, 0.30987, 0.01271], [0.72932, -0.11015, 0.06298], [-0.36583, 0.78956, 0.02930], [-1.42696, -0.04187, 0.10277], [-1.02178, -1.31703, 0.18115], [0.36025, -1.36091, 0.16006], [2.51940, -0.25051, -0.57126], [-0.30577, 1.86134, -0.06467], [-2.49508, 0.11970, 0.08697]], "forces_ev_per_a": [[0.05, 0.10, 0.01], [-0.22, -0.07, 0.00], [-0.14, -0.03, 0.03], [0.02, 0.09, -0.01], [-0.18, 0.04, -0.05], [0.33, 0.42, -0.09], [0.18, -0.37, 0.02], [-0.15, -0.11, 0.04], [0.12, -0.06, 0.06]], "charge": 0, "spin_multiplicity": 1, "lumo_energy_ev": 0.812, "smiles": "Oc1ccon1", "gap_ha": 0.400, "e_above_lowest_ev": 2.237}

=====

| no. | electronic energy (Ha) |
| --- | --- |
| 1 | -4328.72204 |
| 2 | -1207.25247 |
| 3 | -1477.16435 |
| 4 | -2312.70586 |
| 5 | -321.29543 |